{"formula": "C38H112N8O14", "method": "ωB97M-V with the def2-TZVPD basis set", "symbols": ["C", "C", "C", "O", "C", "N", "H", "H", "H", "H", "H", "H", "H", "H", "H", "H", "H", "C", "C", "C", "O", "C", "N", "H", "H", "H", "H", "H", "H", "H", "H", "H", "H", "H", "C", "C", "C", "O", "C", "N", "H", "H", "H", "H", "H", "H", "H", "H", "H", "H", "H", "C", "C", "C", "O", "C", "N", "H", "H", "H", "H", "H", "H", "H", "H", "H", "H", "H", "C", "C", "C", "O", "C", "N", "H", "H", "H", "H", "H", "H", "H", "H", "H", "H", "H", "C", "C", "C", "O", "C", "N", "H", "H", "H", "H", "H", "H", "H", "H", "H", "H", "H", "C", "C", "C", "O", "C", "N", "H", "H", "H", "H", "H", "H", "H", "H", "H", "H", "H", "C", "C", "C", "O", "C", "N", "H", "H", "H", "H", "H", "H", "H", "H", "H", "H", "H", "C", "O", "H", "H", "H", "H", "C", "O", "H", "H", "H", "H", "C", "O", "H", "H", "H", "H", "C", "O", "H", "H", "H", "H", "C", "O", "H", "H", "H", "H", "C", "O", "H", "H", "H", "H"], "coordinates": [[8.356, 6.374, -2.269], [8.099, 5.043, -2.989], [7.340, 4.122, -2.010], [6.021, 4.622, -1.808], [5.242, 3.727, -1.072], [7.422, 5.256, -4.277], [7.419, 6.849, -1.964], [8.880, 7.107, -2.907], [8.947, 6.159, -1.382], [9.043, 4.541, -3.226], [7.897, 4.019, -1.056], [7.338, 3.091, -2.393], [4.261, 4.185, -0.959], [5.636, 3.434, -0.099], [5.116, 2.767, -1.581], [6.493, 5.654, -4.143], [7.194, 4.391, -4.757], [3.159, 4.942, 2.274], [2.439, 3.926, 3.123], [0.997, 4.261, 3.197], [0.296, 3.314, 3.986], [-1.063, 3.492, 4.026], [2.704, 2.531, 2.646], [2.799, 4.885, 1.228], [4.237, 4.767, 2.225], [2.949, 5.921, 2.740], [2.839, 4.043, 4.141], [0.569, 4.282, 2.171], [0.902, 5.297, 3.581], [-1.254, 4.510, 4.463], [-1.514, 2.709, 4.653], [-1.595, 3.441, 3.066], [1.960, 2.225, 2.019], [2.763, 1.890, 3.433], [-7.461, -5.097, -1.896], [-6.301, -5.210, -0.943], [-5.551, -3.898, -1.025], [-4.450, -4.071, -0.177], [-3.894, -2.860, 0.242], [-6.737, -5.416, 0.444], [-7.143, -4.976, -2.923], [-8.055, -4.232, -1.609], [-8.095, -5.990, -1.864], [-5.592, -6.005, -1.275], [-6.204, -3.084, -0.679], [-5.271, -3.614, -2.050], [-3.691, -2.232, -0.637], [-2.954, -3.081, 0.731], [-4.451, -2.201, 0.925], [-5.833, -5.552, 0.897], [-7.251, -6.288, 0.448], [1.137, -2.124, 2.501], [0.427, -3.018, 3.521], [-1.077, -2.769, 3.594], [-1.371, -1.435, 3.995], [-1.158, -1.191, 5.356], [0.713, -4.450, 3.202], [0.889, -1.076, 2.687], [0.701, -2.334, 1.510], [2.220, -2.292, 2.439], [0.826, -2.805, 4.508], [-1.537, -3.492, 4.289], [-1.563, -2.921, 2.629], [-0.108, -1.291, 5.641], [-1.685, -1.938, 5.958], [-1.486, -0.191, 5.637], [0.274, -4.653, 2.300], [0.306, -5.099, 3.866], [-0.017, -4.887, -4.617], [1.320, -5.613, -4.278], [2.350, -4.657, -3.739], [1.871, -4.070, -2.533], [2.855, -3.189, -2.055], [1.232, -6.648, -3.218], [-0.384, -4.277, -3.800], [-0.808, -5.610, -4.821], [0.135, -4.250, -5.494], [1.748, -6.046, -5.214], [2.635, -3.882, -4.454], [3.274, -5.206, -3.505], [2.568, -2.686, -1.135], [3.063, -2.365, -2.748], [3.772, -3.752, -1.828], [1.156, -6.233, -2.290], [0.558, -7.381, -3.343], [-4.848, -2.929, 4.018], [-6.069, -2.061, 4.205], [-6.165, -0.959, 3.182], [-4.955, -0.251, 3.038], [-4.773, 0.659, 4.075], [-7.430, -2.651, 4.121], [-4.014, -2.239, 3.879], [-4.878, -3.552, 3.125], [-4.660, -3.592, 4.865], [-6.007, -1.607, 5.193], [-7.000, -0.310, 3.458], [-6.448, -1.362, 2.192], [-4.428, 0.173, 4.995], [-5.681, 1.184, 4.356], [-3.923, 1.318, 3.814], [-7.641, -3.195, 3.292], [-7.699, -3.238, 4.889], [0.426, 0.765, -4.399], [-0.134, -0.272, -5.296], [-0.941, -1.285, -4.539], [-2.036, -0.611, -3.951], [-2.950, -1.539, -3.381], [-0.932, 0.094, -6.471], [-0.365, 1.419, -4.029], [1.181, 1.382, -4.910], [0.922, 0.291, -3.556], [0.749, -0.785, -5.694], [-0.356, -1.764, -3.732], [-1.266, -2.073, -5.234], [-3.777, -0.963, -2.930], [-2.526, -2.053, -2.499], [-3.327, -2.210, -4.164], [-1.897, 0.049, -6.105], [-0.856, 1.120, -6.530], [2.020, 0.593, -0.861], [0.728, 1.337, -0.699], [-0.313, 0.467, -0.083], [-1.463, 1.338, 0.203], [-2.408, 0.651, 0.923], [0.807, 2.499, 0.165], [2.790, 1.207, -1.346], [1.897, -0.278, -1.514], [2.404, 0.326, 0.133], [0.402, 1.631, -1.718], [-0.019, 0.109, 0.903], [-0.637, -0.329, -0.768], [-2.006, 0.290, 1.868], [-2.983, -0.092, 0.336], [-3.180, 1.378, 1.226], [-0.117, 2.910, 0.327], [1.484, 3.164, -0.200], [6.957, 0.202, -1.053], [5.572, 0.067, -1.031], [7.424, -0.466, -1.782], [7.214, 1.245, -1.257], [7.421, -0.095, -0.107], [5.214, 0.620, -0.301], [-3.824, 2.033, -2.346], [-4.513, 2.078, -3.577], [-4.229, 1.225, -1.728], [-2.792, 1.694, -2.532], [-3.862, 3.018, -1.866], [-5.363, 2.489, -3.412], [4.990, -2.040, 1.746], [4.633, -3.171, 2.551], [4.133, -1.363, 1.571], [5.708, -1.437, 2.314], [5.491, -2.293, 0.793], [3.993, -3.727, 2.089], [5.985, 1.637, 2.347], [4.942, 1.536, 1.378], [6.394, 2.640, 2.437], [5.657, 1.317, 3.328], [6.778, 0.968, 2.032], [4.128, 2.019, 1.687], [-0.216, 5.058, -1.676], [0.729, 5.348, -0.647], [-0.627, 5.958, -2.141], [0.413, 4.650, -2.479], [-1.041, 4.370, -1.415], [0.338, 5.890, 0.058], [-5.117, 4.114, 1.882], [-5.652, 4.113, 0.562], [-4.319, 4.855, 1.826], [-5.906, 4.569, 2.489], [-4.814, 3.150, 2.321], [-6.332, 3.435, 0.516]], "forces_ev_per_a": [[0.1, 0.2, -0.7], [-0.6, 0.0, 0.2], [0.2, -0.1, -0.2], [1.1, -0.2, -0.1], [-0.7, -0.5, 0.0], [-0.5, 0.1, 0.1], [0.0, -0.2, 0.0], [-0.1, -0.5, 0.2], [0.1, 0.2, 0.1], [0.1, 0.1, 0.2], [-0.3, 0.4, -0.1], [-0.4, 0.1, -0.3], [-0.1, 0.0, 0.2], [0.3, 0.5, 0.3], [0.0, 0.0, -0.4], [0.3, 0.2, 0.3], [0.5, -0.2, 0.1], [-0.2, 0.3, -0.5], [1.2, -1.2, 0.4], [-1.4, 0.3, -0.6], [1.5, -0.3, -0.4], [-1.3, 1.1, 0.7], [0.2, 0.6, 0.4], [0.0, 0.3, 0.5], [-0.1, 0.0, 0.3], [0.3, -0.1, -0.6], [0.0, -0.4, -0.1], [0.1, -0.1, 0.3], [-0.2, -0.4, 0.2], [-0.4, -0.7, -0.2], [0.3, 0.3, 0.0], [0.4, 0.0, -0.3], [-0.1, 0.1, 0.0], [-0.3, 0.1, -0.1], [-0.6, -0.6, 0.2], [0.1, 0.3, -1.0], [-0.4, -0.2, 0.3], [0.2, 0.4, 0.5], [0.8, 0.9, -0.5], [0.7, 0.1, -0.7], [0.2, 0.1, -0.3], [-0.2, 0.0, 0.0], [0.0, 0.1, 0.0], [-0.4, 0.3, 0.1], [0.0, -0.1, 0.3], [0.3, -0.3, 0.0], [0.2, 0.0, 0.1], [0.3, -0.1, 0.1], [-0.6, -0.6, 0.0], [-0.5, -0.2, 0.6], [0.0, -0.2, 0.4], [-0.8, -0.2, -0.4], [0.3, -0.9, -0.3], [0.1, 0.4, 0.3], [-0.3, 0.1, -0.5], [0.3, -0.5, 0.6], [-0.2, 0.8, -0.4], [0.3, -0.1, 0.2], [0.2, -0.1, 0.1], [-0.4, 0.1, 0.3], [0.3, -0.2, 0.2], [0.1, 0.1, 0.0], [0.1, 0.1, -0.2], [0.2, 0.2, -0.1], [-0.3, 0.1, 0.1], [-0.1, 0.0, -0.3], [0.2, 0.0, 0.2], [0.0, 0.2, 0.1], [0.6, -0.5, -0.1], [-0.6, -0.4, 0.5], [0.5, 0.1, 0.2], [0.0, 0.3, -0.3], [0.5, 0.3, 0.5], [0.4, 0.3, -0.3], [0.2, 0.1, 0.3], [0.1, -0.1, -0.2], [-0.1, 0.0, 0.1], [-0.4, 0.1, 0.7], [-0.3, 0.2, -0.2], [-0.1, -0.1, -0.1], [-0.5, -0.3, 0.2], [0.1, -0.3, -0.3], [0.1, 0.2, -0.2], [-0.2, -0.1, -0.5], [-0.3, 0.1, -0.2], [0.2, -0.2, -0.2], [-1.6, -0.6, -0.1], [0.0, 0.1, -0.7], [-0.4, 0.3, -0.7], [1.5, 0.1, 0.8], [0.1, -0.2, 0.2], [0.3, -0.2, 0.2], [-0.3, 0.0, -0.2], [0.0, 0.1, 0.1], [0.0, 0.1, 0.2], [0.1, 0.2, 0.1], [0.4, -0.1, 0.3], [-0.1, -0.3, 0.1], [-0.2, 0.4, -0.3], [-0.7, 0.0, -0.1], [0.5, 0.2, -0.2], [0.2, -0.1, 0.5], [0.1, 1.5, 0.1], [0.8, -1.8, -0.9], [0.3, -0.5, 0.7], [-0.5, -0.5, 0.2], [-0.3, 0.9, 0.6], [-0.9, 1.8, 0.9], [0.0, 0.1, 0.2], [-0.3, -0.1, 0.1], [0.0, 0.0, 0.1], [0.0, -0.4, 0.1], [0.0, 0.0, -0.3], [-0.2, 0.1, 0.1], [0.1, -0.1, -0.6], [0.3, -0.3, -0.6], [0.0, -0.2, 0.4], [0.2, -0.1, -0.5], [0.2, -0.4, -0.6], [0.8, 0.2, 0.2], [-0.6, 0.6, -0.7], [-1.8, 0.8, 0.2], [1.3, -0.6, -1.2], [-2.0, 0.6, 0.8], [0.9, 0.1, 0.4], [-0.1, 0.0, 0.1], [0.0, 0.0, 0.4], [0.1, -0.3, -0.2], [-0.2, -0.2, 0.3], [0.4, -0.4, -0.1], [0.1, -0.1, 0.3], [0.1, -0.7, 0.0], [0.6, -0.2, 0.3], [0.1, -0.1, -0.1], [0.7, -0.1, -0.4], [-0.5, 0.2, 0.1], [0.7, 0.2, 0.4], [-1.0, -0.1, 0.2], [-0.4, 0.2, -0.3], [0.4, -0.1, -0.1], [0.0, 0.1, 0.2], [0.3, -0.3, -0.2], [0.5, -0.5, 0.0], [0.0, 0.0, -0.5], [-0.2, 0.3, 0.4], [-0.2, 0.5, -0.1], [0.2, -0.4, 0.3], [-0.1, 0.0, -0.1], [0.0, 0.3, 0.1], [0.2, 0.3, -0.3], [0.2, -0.4, -0.2], [-0.1, -0.3, 0.1], [-0.4, -0.1, 0.3], [0.1, 0.2, 0.0], [-0.5, -0.2, -0.5], [0.2, 0.1, -0.1], [0.0, 0.3, -0.1], [-0.2, -0.1, 0.3], [0.2, -0.1, 0.0], [0.3, -0.1, 0.3], [0.5, 0.2, -0.8], [-0.4, 0.2, 0.5], [-0.2, 0.2, 0.4], [-0.4, -0.4, 0.2], [0.5, 0.2, 0.1], [0.0, -0.2, -0.5], [-0.8, 1.1, 0.0], [0.3, -0.8, -0.3], [0.3, -0.4, 0.3], [0.3, -0.2, 0.6], [0.0, 0.2, -0.5], [0.0, 0.0, -0.1]], "multiplicity": 1, "charge": 0, "e_above_lowest_kcal_mol": 78.6, "e_homo_ev": -8.96}